No. 1
{"formula": "C5H9N2O3", "method": "the ωB97M-V functional and the def2-TZVPD basis", "species": ["C", "C", "C", "C", "C", "N", "N", "O", "O", "O", "H", "H", "H", "H", "H", "H", "H", "H", "H"], "coordinates": [[1.501302, -0.651139, 0.376319], [-1.237451, 0.204805, 1.461384], [-0.598746, -1.112466, 1.769129], [-0.462387, 0.148230, -0.006984], [-1.320436, 0.473917, -1.204747], [0.886693, 0.669261, 0.048824], [0.132322, -1.248485, 0.452270], [-2.434079, -0.502744, 1.235506], [-1.889954, -1.720673, 1.725159], [-0.555555, 0.582620, -2.385363], [1.968524, -0.953574, -0.571750], [2.170418, -0.580490, 1.305610], [-1.209170, 1.188162, 1.846002], [-0.025595, -1.427271, 2.568715], [-1.852453, 1.306222, -0.943785], [-2.077656, -0.365594, -1.302048], [1.452205, 1.169927, -0.674546], [0.020433, -2.221788, -0.014144], [-0.835948, 1.346898, -2.965828]], "forces_ev_per_a": [[0.4, 2.3, -0.2], [-0.1, -0.1, -4.5], [-1.1, -2.0, 0.3], [0.7, 1.2, 0.2], [0.5, -3.7, -1.0], [1.1, 0.0, 0.7], [-1.0, -2.7, -0.5], [-5.5, 13.3, -3.8], [7.4, -11.7, 3.9], [-0.2, 1.1, -0.5], [0.3, -0.8, 0.9], [-1.2, -0.9, -1.3], [-0.2, 0.6, 1.1], [1.2, -0.3, 1.7], [-1.4, 2.5, 0.5], [0.6, 0.9, 0.1], [-1.9, -0.4, 0.5], [0.0, 2.0, 0.8], [0.3, -1.3, 1.2]], "e_lumo_ev": [-3.12, -6.08], "homo_lumo_gap_ha": [0.2660, 0.2949], "multiplicity": 3, "total_charge": 1, "homo_ev": [-10.36, -14.10]}

---

No. 2
{"formula": "C5H9N2O4P", "method": "the ωB97M-V functional and the def2-TZVPD basis", "species": ["C", "C", "C", "C", "C", "N", "N", "O", "O", "O", "O", "P", "H", "H", "H", "H", "H", "H", "H", "H", "H"], "coordinates": [[1.154461, 0.031233, -0.854407], [1.243801, 0.422165, -2.278208], [-1.283479, -0.932180, -0.979878], [-0.911850, 1.187541, 0.191371], [-0.239780, -0.098839, -0.260276], [-0.349478, 0.271477, 3.591825], [0.778573, 0.603428, 3.360173], [2.147971, -0.100899, -0.156652], [0.684202, -2.340368, 1.713123], [-0.939989, -0.622768, 2.640041], [1.301964, 0.190568, 2.191144], [0.268390, -0.990883, 1.444169], [1.374852, 1.479842, -2.587367], [0.463947, -0.024012, -2.810418], [2.106002, -0.110313, -2.592185], [-2.067765, -1.336760, -0.329985], [-1.715199, -0.329013, -1.780517], [-0.656444, -1.671567, -1.499380], [-1.740272, 0.887634, 0.893529], [-0.213279, 1.653848, 0.811230], [-1.406628, 1.829866, -0.707332]], "forces_ev_per_a": [[0.3, 1.4, 0.7], [1.0, 0.4, -0.2], [1.5, -0.5, -1.2], [-2.2, 0.2, -1.3], [-0.6, -1.3, 2.6], [-2.1, -1.0, 0.7], [1.0, 0.9, 0.2], [-1.2, -0.4, -0.8], [0.5, -1.6, -1.1], [1.7, 0.8, -1.6], [-0.7, -1.2, -1.3], [-0.6, 3.1, 2.2], [-0.3, -0.5, 0.8], [-1.6, -0.3, -1.0], [1.1, -0.2, -0.6], [0.4, 0.0, -0.2], [-0.2, 0.1, 0.2], [-1.0, -0.7, 0.2], [0.5, 0.4, -0.9], [0.9, 1.9, 0.6], [1.6, -1.4, 2.2]], "e_lumo_ev": 0.21, "homo_lumo_gap_ha": 0.4056, "smiles": "CC(=O)C(C)(C)P1(=O)ON=NO1", "total_charge": 0, "homo_ev": -10.83}

---

No. 3
{"formula": "C5H9N2OS", "method": "the ωB97M-V functional and the def2-TZVPD basis", "species": ["C", "C", "C", "C", "C", "N", "N", "O", "S", "H", "H", "H", "H", "H", "H", "H", "H", "H"], "coordinates": [[2.489131, -0.808439, -0.022507], [2.889640, 0.464277, -0.038443], [0.490639, 0.197460, 0.031863], [-1.965682, 1.801317, -0.179801], [-1.654263, 0.343552, -0.114574], [1.098614, -0.966715, -0.050077], [0.528542, -2.166969, 0.110828], [-1.984238, -0.455345, 0.955116], [1.556326, 1.526843, -0.067891], [3.082408, -1.781408, -0.087348], [3.889812, 0.868903, -0.020357], [-3.036380, 1.938386, -0.363852], [-1.463149, 2.257453, -1.039770], [-1.779684, 2.444069, 0.734612], [-1.876916, -0.373655, -0.968534], [-0.465075, -2.227297, -0.124601], [0.865667, -2.998279, -0.385216], [-2.665400, -0.064160, 1.630548]], "forces_ev_per_a": [[1.0, -2.9, -0.5], [0.5, 0.4, 0.0], [-3.7, 0.7, -1.3], [-0.2, 0.9, 0.4], [1.9, -2.3, 0.9], [1.7, 2.4, 0.1], [-2.2, -3.1, 0.2], [-2.1, 1.5, 1.6], [-0.7, -0.8, 0.4], [-0.7, 1.8, 0.3], [0.0, -0.3, -0.1], [-0.1, -0.3, -0.1], [0.0, -0.1, 0.2], [0.2, -1.2, -0.8], [0.9, 1.8, 0.2], [0.2, 1.0, 0.5], [1.2, 1.0, 0.0], [2.1, -0.6, -1.8]], "e_lumo_ev": -3.47, "homo_lumo_gap_ha": 0.3710, "total_charge": 1, "homo_ev": -13.57}

---

No. 4
{"formula": "C5H9N2P", "method": "the ωB97M-V functional and the def2-TZVPD basis", "species": ["C", "C", "C", "C", "C", "N", "N", "P", "H", "H", "H", "H", "H", "H", "H", "H", "H"], "coordinates": [[0.447826, 0.918475, -0.643326], [-0.484604, 0.416615, 0.278077], [1.887756, 0.509538, -1.031375], [-0.800650, -2.134418, 0.958761], [-0.089340, -0.842995, 1.313739], [-0.015460, 1.958919, -1.381158], [-1.259341, 2.239650, -1.020101], [-1.975523, 1.270759, 0.253856], [2.485206, 1.481916, -1.281113], [1.987706, -0.116583, -2.014515], [2.205247, 0.067636, -0.127661], [-2.012496, -2.110230, 0.952474], [-0.565841, -2.892253, 1.629977], [-0.768359, -2.407564, -0.043430], [1.059145, -0.998440, 1.296866], [-0.495496, -0.499971, 2.370246], [-1.605777, 3.138944, -1.511318]], "forces_ev_per_a": [[0.0, 1.4, -2.5], [1.3, -2.5, 2.0], [-0.7, 1.7, -1.9], [-4.0, 1.6, 0.1], [-0.9, 2.6, 0.0], [0.0, -0.9, 1.0], [-0.9, 1.6, -0.5], [1.1, 0.7, -1.2], [-1.1, -1.8, 0.8], [-0.4, 0.7, 2.2], [1.4, -0.9, 0.5], [2.5, 0.6, 0.8], [0.7, -1.6, 0.9], [1.2, -0.7, -1.9], [-2.0, 0.4, 0.2], [1.4, -0.7, -2.0], [0.4, -2.3, 1.4]], "e_lumo_ev": 0.75, "homo_lumo_gap_ha": 0.3459, "smiles": "CCc1p[nH]nc1C", "total_charge": 0, "homo_ev": -8.67}

---

No. 5
{"formula": "C5H9N2P", "method": "the ωB97M-V functional and the def2-TZVPD basis", "species": ["C", "C", "C", "C", "C", "N", "N", "P", "H", "H", "H", "H", "H", "H", "H", "H", "H"], "coordinates": [[-1.307796, -1.659535, -0.148847], [0.897780, 1.246385, 0.272850], [-0.984408, -0.254591, 0.263945], [-0.616999, -0.743254, -1.095874], [0.300529, 0.049081, 1.016965], [1.432123, 0.669844, -0.975656], [1.110506, -0.683475, -1.128432], [1.432715, -1.351810, 0.446527], [-0.787975, -2.494830, 0.298468], [-2.343295, -1.866888, -0.378251], [0.132613, 2.009789, 0.086458], [1.719192, 1.715756, 0.826241], [-1.785152, 0.462076, 0.405533], [-1.017091, -0.412845, -2.038696], [0.179970, 0.190998, 2.088446], [1.181453, 1.196730, -1.805302], [2.634269, -0.641524, 0.628049]], "forces_ev_per_a": [[-0.2, -0.3, 0.0], [0.1, 0.1, 0.5], [-0.1, 0.1, 0.2], [3.2, 0.2, 0.0], [0.2, 0.0, 0.1], [0.3, 0.9, -0.5], [-3.1, -0.9, -0.5], [-0.1, 0.1, 0.3], [0.0, 0.0, 0.0], [-0.1, 0.0, 0.0], [0.0, -0.1, 0.0], [-0.1, 0.0, 0.0], [-0.1, 0.0, -0.1], [0.0, 0.0, -0.1], [0.0, 0.0, 0.0], [0.0, -0.2, 0.1], [0.2, 0.0, 0.1]], "e_lumo_ev": 1.05, "homo_lumo_gap_ha": 0.3424, "smiles": "C1NN2P[C@@H]1[C@@H]1C[C@@H]12", "total_charge": 0, "homo_ev": -8.27}

---

No. 6
{"formula": "C5H9N2S2", "method": "the ωB97M-V functional and the def2-TZVPD basis", "species": ["C", "C", "C", "C", "C", "N", "N", "S", "S", "H", "H", "H", "H", "H", "H", "H", "H", "H"], "coordinates": [[0.934885, 0.113171, 0.194201], [1.094219, -3.172762, -0.086210], [2.523895, 1.623862, -0.901278], [-4.046965, -0.382409, 0.211245], [2.025071, 1.090246, 0.471717], [-1.411335, -0.340956, 0.441395], [-0.252386, 0.001654, 0.365498], [1.897178, -1.881880, -0.349746], [-2.502230, -0.090808, -0.754165], [0.115156, -3.309070, 0.437622], [1.560545, 1.986415, -1.281245], [3.062021, 0.726985, -1.387527], [3.239769, 2.473721, -0.619525], [-3.639689, -0.502695, 1.345158], [-4.584365, -1.151941, -0.371881], [-4.588432, 0.544447, 0.101606], [1.710182, 1.773434, 1.223528], [2.862474, 0.498591, 0.959605]], "forces_ev_per_a": [[1.6, -1.5, 0.2], [-0.5, 1.3, 0.9], [0.7, 0.0, 2.0], [1.8, 0.0, 1.1], [1.3, -1.9, 0.2], [0.1, -0.4, 1.3], [-0.4, 0.5, -0.6], [-0.7, -0.3, -0.1], [-0.7, 0.3, -0.5], [0.7, -0.3, -0.7], [0.9, 0.1, -1.2], [-1.1, 1.9, 0.1], [-1.0, -1.2, -1.0], [-1.5, -0.3, -2.8], [0.2, -0.1, 1.2], [-0.2, 0.3, 0.3], [-0.3, 1.1, 0.2], [-0.9, 0.5, -0.4]], "e_lumo_ev": [-5.51, -5.51], "homo_lumo_gap_ha": [0.2503, 0.2502], "total_charge": 1, "homo_ev": [-12.32, -12.32]}

---

No. 7
{"formula": "C5H9N3", "method": "the ωB97M-V functional and the def2-TZVPD basis", "species": ["C", "C", "C", "N", "C", "C", "N", "N", "H", "H", "H", "H", "H", "H", "H", "H", "H"], "coordinates": [[0.251764, 1.117891, -2.007828], [0.246621, 0.185212, 1.483097], [-0.263468, 0.682319, -0.651941], [-1.609231, 0.445893, -0.581346], [0.366372, -1.317631, 1.459813], [1.196339, -2.007414, 0.666042], [0.578005, 0.818143, 0.338023], [-0.300250, 0.824198, 2.449401], [-1.975254, -0.000516, 0.251545], [-2.106916, 0.195238, -1.426688], [-0.418970, 1.787225, 2.115983], [-0.104289, -1.802958, 2.308551], [1.339715, 1.219662, -1.998421], [-0.033793, 0.384215, -2.766731], [-0.185876, 2.087353, -2.261376], [1.669475, -1.548688, -0.196472], [1.349756, -3.070141, 0.818349]], "forces_ev_per_a": [[-0.3, 0.0, 0.1], [-1.8, -0.4, 0.9], [1.6, 1.8, 0.0], [0.1, -0.8, 0.3], [1.2, 0.3, 0.9], [-0.8, 0.4, 0.0], [-0.3, -0.8, -3.1], [0.0, -0.6, 0.2], [0.1, 0.2, 0.0], [0.3, 0.1, 0.1], [0.2, -0.1, 0.4], [0.0, 0.0, 0.0], [-0.3, -0.1, 0.2], [0.0, 0.1, -0.1], [0.0, -0.1, -0.1], [0.2, 0.1, 0.3], [-0.1, 0.1, -0.1]], "e_lumo_ev": 0.79, "homo_lumo_gap_ha": 0.3591, "smiles": "[H]/N=C(C=C)\\N=C(\\C)N", "total_charge": 0, "homo_ev": -8.99}

---

No. 8
{"formula": "C5H9N3", "method": "the ωB97M-V functional and the def2-TZVPD basis", "species": ["C", "C", "C", "C", "C", "H", "H", "H", "H", "H", "H", "H", "H", "H", "N", "N", "N"], "coordinates": [[-1.437563, 1.594720, -0.629269], [-0.396285, 1.537535, 0.128998], [0.132920, 0.421916, 1.053464], [1.865241, -0.677961, -0.304988], [-1.418769, -1.921934, -0.057391], [-2.148441, 0.713804, -0.806141], [-1.844790, 2.377956, -1.288502], [0.206319, 2.452407, 0.206191], [0.994913, 0.757741, 1.548038], [-0.522472, 0.016788, 1.883747], [2.198587, -1.698915, -0.546168], [3.408245, 0.215057, -0.690446], [-1.942776, -1.268840, 0.620663], [-1.971435, -2.560929, -0.773806], [0.614428, -0.758870, 0.258090], [2.489380, 0.448627, -0.356643], [-0.227507, -1.649106, -0.245829]], "forces_ev_per_a": [[-4.0, -2.1, -2.4], [2.0, 0.9, 2.3], [-1.4, -1.4, -1.0], [0.3, 0.5, 0.2], [-1.7, 1.4, 0.4], [1.2, 0.9, 0.7], [1.1, 0.3, 0.7], [-0.1, -0.4, -0.1], [1.1, 0.7, 0.6], [0.2, 0.6, -1.2], [0.2, 0.6, -0.5], [0.7, 0.3, -0.2], [-1.0, -0.1, 0.4], [0.6, 0.0, 0.8], [-1.8, 1.5, 1.7], [-0.7, -1.8, 0.2], [3.3, -1.9, -2.5]], "e_lumo_ev": 1.07, "homo_lumo_gap_ha": 0.3614, "smiles": "[H]/N=C/N(CC=C)N=C", "total_charge": 0, "homo_ev": -8.77}

---

No. 9
{"formula": "C5H9N3", "method": "the ωB97M-V functional and the def2-TZVPD basis", "species": ["C", "C", "C", "N", "C", "C", "N", "N", "H", "H", "H", "H", "H", "H", "H", "H", "H"], "coordinates": [[1.129730, 0.438073, 2.478274], [-0.460559, 0.047498, -0.792791], [0.464504, -0.371624, 1.401331], [-1.478987, -0.819550, -0.728771], [0.681773, 0.332680, -0.250733], [-0.367149, 0.752720, -2.437145], [-0.039263, -1.524507, 1.610481], [-1.201830, 0.255833, -3.262387], [-1.399584, -1.507255, 0.025977], [-1.864521, -1.030150, -1.656001], [0.049572, -1.838333, 2.586166], [-1.064706, 0.581129, -4.226230], [1.286614, 1.221954, -0.287005], [0.357252, 1.538092, -2.710039], [2.198431, 0.209446, 2.490159], [0.998484, 1.507330, 2.294130], [0.710238, 0.206662, 3.464583]], "forces_ev_per_a": [[-0.2, 0.3, 0.1], [-0.4, 2.0, -7.6], [2.0, 0.5, -1.8], [0.2, 0.0, 0.5], [-0.4, -2.1, 7.3], [-2.1, -1.7, 1.7], [0.1, 0.6, -0.7], [1.0, 0.3, 0.4], [-0.2, 0.1, -0.6], [0.0, 0.0, 0.6], [-0.2, 0.5, -0.3], [-0.1, 0.1, 0.4], [0.0, -0.1, -0.4], [0.0, -0.4, 0.5], [0.0, 0.1, -0.1], [0.1, -0.1, 0.0], [0.1, 0.0, -0.1]], "e_lumo_ev": 1.05, "homo_lumo_gap_ha": 0.3516, "smiles": "[H]/N=C/C(N)=C/C(C)=N/[H]", "total_charge": 0, "homo_ev": -8.52}

---

No. 10
{"formula": "C5H9N3", "method": "the ωB97M-V functional and the def2-TZVPD basis", "species": ["C", "C", "C", "C", "C", "N", "N", "N", "H", "H", "H", "H", "H", "H", "H", "H", "H"], "coordinates": [[1.713739, -0.131116, -0.557504], [2.113746, 1.059067, -0.029925], [0.418343, -0.351224, 0.024017], [0.090317, 0.702787, 0.798364], [-1.613982, -1.253108, -1.100723], [1.143282, 1.650458, 0.685564], [-0.922161, 0.814368, 1.808304], [-0.578019, -1.417821, -0.104402], [2.408769, -0.666604, -1.244164], [2.928505, 1.700069, -0.321830], [-2.080953, -2.324741, -1.276752], [-2.387026, -0.599840, -0.880905], [-1.081347, -1.062712, -2.152980], [1.035603, 2.444253, 1.291289], [-1.512479, 0.102668, 1.599259], [-1.580434, 1.620871, 1.757509], [-0.095903, -2.287378, -0.295120]], "forces_ev_per_a": [[0.7, -0.1, 0.0], [1.4, 1.5, -1.2], [-1.8, -1.7, -0.7], [0.9, 2.3, 0.7], [2.3, -3.8, -3.6], [-3.5, -1.8, 1.7], [1.4, 3.0, -0.4], [1.3, 0.3, 0.6], [-1.2, 0.1, 0.7], [0.4, -0.4, 0.0], [0.6, 2.1, 0.5], [-1.2, 1.5, 0.5], [-1.5, 0.2, 1.8], [1.1, 0.3, -0.2], [-2.1, -3.3, -0.2], [1.2, -0.3, -0.3], [-0.1, 0.0, 0.2]], "e_lumo_ev": 0.99, "homo_lumo_gap_ha": 0.3089, "smiles": "CNc1cc[nH]c1N", "total_charge": 0, "homo_ev": -7.42}